# C28H44BrN3P2V

C28H44BrN3P2V as an isolated structure in a non-equilibrium geometry (wB97M-V/def2-TZVPD, the Open Molecules 2025 dataset).

Values from the calculation:
HOMO level (spin up / spin down) (hartree): -0.44637 / -0.44590
Orbital gap (spin up / spin down) (eV): 4.30 / 3.96
Energy relative to the best compared isomer or geometry (same formula, charge and spin) (kJ/mol): 762.4
Spin multiplicity: 4
F_max (eV/A): 3.8
Total charge: +2
Expectation value of S²: 3.7983
Calculated total energy (hartree): -5457.5088

Each line ends with the Mulliken spin population.
Geometry (Å):
C -0.5231 6.9061 -3.6059  0.00
C -0.6294 5.5279 -3.9152  0.00
C -1.0104 5.1970 -5.2368  0.00
C -1.1797 6.2218 -6.1777  0.00
N -1.0262 7.5103 -5.8715  0.00
C -0.7133 7.8536 -4.6208  0.00
C -0.3815 4.5018 -2.9105  0.02
C -0.2445 3.6978 -1.9868  0.01
C -0.5505 2.7675 -0.9176  0.02
C 0.2090 2.7041 0.2628  0.10
C -0.2495 1.9451 1.4165  -0.05
C -1.5608 1.3196 1.2300  0.03
C -2.3531 1.4451 0.1157  0.07
C -1.7718 2.0302 -1.0413  0.04
V -0.2259 -0.1712 1.3407  2.50
P 2.1490 -0.8937 1.3068  -0.07
H -1.1761 4.1660 -5.5621  0.00
H -0.2911 7.2678 -2.6010  0.00
H -1.4462 5.9907 -7.2210  0.00
H -0.6054 8.9285 -4.4153  0.00
H -2.2803 2.0360 -2.0112  0.00
H 1.1233 3.3233 0.3201  0.01
H -3.3543 1.0415 0.1304  0.00
H 0.1497 2.1208 2.4357  0.01
C 2.4581 -2.5622 2.0740  0.00
C 3.3112 -3.5883 1.3393  0.00
H 1.4612 -2.9744 2.2823  0.00
H 2.9002 -2.3318 3.0509  0.00
H 3.3640 -4.5096 1.9386  0.00
H 2.9037 -3.8819 0.3661  0.00
H 4.3468 -3.2577 1.1932  0.00
C 1.9227 -1.1182 -0.4889  0.10
C 2.8760 -0.3444 -1.4081  0.03
H 0.8801 -0.8403 -0.7610  -0.04
H 2.0231 -2.1954 -0.6686  0.00
H 2.5921 -0.5194 -2.4602  0.00
H 2.8335 0.7461 -1.2466  0.00
H 3.9257 -0.6658 -1.3082  0.00
C 3.6259 0.0975 1.7238  0.01
C 5.0353 -0.5090 1.6049  0.00
H 3.4756 0.4095 2.7722  0.00
H 3.5690 1.0146 1.1175  0.00
H 5.7889 0.2755 1.7925  0.00
H 5.2138 -1.2992 2.3507  0.00
H 5.2484 -0.9189 0.6058  0.00
Br -2.6710 -0.5627 2.3359  0.14
P -2.3649 -3.0754 -1.6990  0.00
C -0.5628 -3.2505 -1.5046  -0.01
C -0.2145 -4.7012 -1.8806  0.00
H -0.3126 -3.0181 -0.4565  0.05
H -0.0189 -2.5305 -2.1410  0.00
H 0.8412 -4.8256 -2.1534  0.00
H -0.4245 -5.3854 -1.0477  0.00
H -0.8239 -5.0193 -2.7413  0.00
C -3.0897 -3.1761 -0.0470  -0.01
C -4.5420 -3.7056 -0.0022  0.00
H -3.0004 -2.1604 0.3792  0.01
H -2.4402 -3.8245 0.5641  0.00
H -4.8649 -3.7632 1.0479  0.00
H -5.2625 -3.0526 -0.5201  0.00
H -4.6379 -4.7165 -0.4295  0.00
C -2.6346 -1.3923 -2.3307  0.01
C -2.9182 -1.5315 -3.8359  0.00
H -1.7576 -0.7607 -2.1292  0.00
H -3.4869 -0.9487 -1.7973  0.00
H -3.2991 -0.6050 -4.2767  0.00
H -2.0143 -1.8127 -4.3918  0.00
H -3.6706 -2.3152 -3.9974  0.00
C 1.2418 -0.4602 6.6441  0.00
N 0.1299 -0.0110 5.7445  0.00
C -0.8019 0.9430 6.3784  0.00
C 0.1367 -0.2182 4.4549  0.07
N 0.1716 -0.4213 3.2781  -0.08
H 0.9835 -0.1206 7.6687  0.00
H 2.1902 -0.0043 6.3327  0.00
H 1.3567 -1.5564 6.6195  0.00
H -0.6859 1.9410 5.9388  0.00
H -1.8434 0.6311 6.2239  0.00
H -0.5217 0.9461 7.4369  0.00



# C28H44F30N8O23S10

C28H44F30N8O23S10 as an isolated structure in a non-equilibrium geometry (wB97M-V/def2-TZVPD, the Open Molecules 2025 dataset).

Values from the calculation:
HOMO level (hartree): -0.23568
Orbital gap (eV): 6.99
F_max (eV/A): 4.4
Total charge: -2
Calculated total energy (hartree): -10239.6641

Each line ends with the Löwdin charge.
Geometry (Å):
C 2.5705 5.5252 0.1420  0.00
C 3.4330 4.3311 0.5058  -0.41
C 2.4631 3.2505 1.0371  -0.08
C 3.2657 1.9094 1.0413  -0.15
C 3.5145 1.5155 -0.3951  -0.11
C 4.5349 2.4152 -1.1289  -0.38
N 4.2932 3.8780 -0.7010  0.01
O 4.7279 4.6754 -1.4124  0.23
C 4.6043 2.3322 -2.6312  0.01
C 5.9430 2.1374 -0.4776  0.03
C 4.5129 4.8420 1.4361  -0.01
H 1.8762 5.2664 -0.6335  0.06
H 3.1795 6.3713 -0.1808  0.10
H 2.0719 5.7415 1.0639  0.10
H 1.6225 3.1982 0.3499  0.10
H 2.2250 3.6282 2.0425  0.11
H 2.7749 1.1618 1.5971  0.07
H 4.0558 2.0807 1.7118  0.09
H 2.6107 1.4452 -0.9788  0.10
H 3.9301 0.5118 -0.4251  0.08
H 3.6972 2.7398 -3.0056  0.06
H 4.7213 1.3356 -3.0004  0.10
H 5.5013 2.8160 -2.9777  0.09
H 6.0296 1.0640 -0.6259  0.08
H 5.9232 2.3791 0.5729  0.07
H 6.7114 2.7365 -1.0044  0.10
H 5.1983 4.0925 1.8134  0.08
H 4.1109 5.4219 2.2728  0.11
H 5.1562 5.5518 0.9113  0.09
C 0.2398 0.1273 1.8459  0.02
N -0.8901 -0.2233 0.9200  -0.31
C -0.4798 -0.1614 -0.5582  0.03
C -1.3625 -1.6106 1.1868  0.01
C -2.0469 0.7522 1.0830  -0.08
C -3.0344 0.9618 -0.0704  -0.22
O -3.7347 -0.2102 -0.4668  -0.09
H 0.9675 -0.6512 1.7991  0.10
H -0.2456 0.1963 2.7703  0.09
H 0.7535 1.0304 1.5748  0.07
H -1.3070 -0.3972 -1.2360  0.11
H 0.3644 -0.8266 -0.7321  0.08
H -0.0263 0.8262 -0.6863  0.09
H -0.5566 -2.3533 1.0991  0.12
H -2.2049 -1.9279 0.6223  0.07
H -1.5681 -1.6394 2.2803  0.13
H -1.6557 1.7182 1.2998  0.13
H -2.5636 0.3838 1.9306  0.12
H -2.4826 1.3055 -0.9790  0.10
H -3.7316 1.7474 0.3593  0.15
H -4.2980 -0.3635 0.3241  0.01
C -0.4979 -4.7890 -5.1713  -0.01
C -0.9388 -3.5414 -4.3946  -0.28
C -2.4361 -3.3821 -4.4754  -0.18
O -2.8053 -2.2799 -3.6503  -0.18
C -4.1271 -2.1327 -3.1987  -0.09
N -0.5654 -3.5967 -2.9171  0.20
H 0.4011 -3.9132 -2.6306  0.10
H -0.5786 -2.6682 -2.5146  0.13
H -1.2675 -4.1752 -2.3787  0.11
H 0.5110 -4.6959 -5.5040  0.07
H -1.0758 -4.9380 -6.0781  0.09
H -0.6946 -5.6327 -4.5796  0.05
H -0.4849 -2.6681 -4.7990  0.14
H -3.0328 -4.2584 -4.1425  0.13
H -2.6517 -3.2883 -5.5470  0.13
H -4.6823 -2.9520 -2.7772  0.08
H -4.7432 -1.5976 -3.9949  0.11
H -3.9273 -1.4138 -2.4374  0.06
C -1.0763 4.4463 -1.9351  -0.63
F -1.8495 3.8374 -0.9489  0.08
F -2.0217 4.9323 -2.7306  0.14
F -0.2444 5.3874 -1.5677  0.13
S -0.0202 3.2370 -2.8822  0.60
O 1.1627 3.0821 -2.0857  -0.31
O -0.8675 2.0538 -3.0844  -0.30
N 0.2552 3.9488 -4.2419  -0.29
S 1.3744 5.0063 -4.3705  0.53
O 1.1773 6.1494 -3.5691  -0.26
O 2.6274 4.3932 -4.5220  -0.26
C 0.7974 5.4685 -6.0979  -0.68
F -0.3380 6.2101 -6.1170  0.11
F 1.7125 6.2131 -6.6773  0.13
F 0.5931 4.4142 -6.8771  0.14
C -2.3619 -8.3109 -1.8637  -0.73
F -3.3594 -9.1052 -1.5418  0.16
F -1.5564 -8.1641 -0.8642  0.18
F -1.6896 -8.8229 -2.9148  0.13
S -2.9783 -6.6811 -2.3756  0.61
O -1.6630 -6.0459 -2.6304  -0.33
O -3.8214 -6.9132 -3.5056  -0.29
N -3.9205 -6.0257 -1.3252  -0.29
S -3.4854 -5.1031 -0.1347  0.58
O -2.9686 -5.8462 0.9661  -0.27
O -2.8313 -3.9173 -0.6121  -0.30
C -5.2226 -4.5632 0.3807  -0.55
F -5.9501 -5.5703 0.9499  0.11
F -5.0067 -3.5898 1.3942  0.05
F -5.9199 -4.0716 -0.6370  0.14
C -7.5092 0.8268 1.5501  -0.67
F -7.9871 0.5587 0.2922  0.10
F -6.8105 1.9996 1.4547  0.10
F -8.6001 1.0813 2.2474  0.14
S -6.5265 -0.3995 2.2934  0.62
O -7.3829 -1.5082 2.5073  -0.24
O -5.3639 -0.4787 1.4365  -0.28
N -6.1163 0.4461 3.6151  -0.29
S -7.0740 0.5857 4.8660  0.58
O -7.1890 1.9772 5.2477  -0.29
O -8.2463 -0.2529 4.8448  -0.29
C -5.9615 -0.1804 6.1198  -0.68
F -4.6687 0.2525 6.0619  0.10
F -6.3821 0.1272 7.3353  0.14
F -5.9006 -1.4880 5.8907  0.13
C 3.6492 -2.5619 -4.0815  -0.58
F 4.8504 -1.8646 -4.1454  0.08
F 2.7523 -1.8166 -4.7945  0.08
F 3.7466 -3.7235 -4.7098  0.15
S 2.8997 -2.5745 -2.3262  0.64
O 2.2721 -1.2784 -2.2038  -0.29
O 2.0612 -3.7710 -2.4164  -0.32
N 4.2092 -2.7777 -1.4500  -0.30
S 4.4261 -2.1597 0.0236  0.64
O 5.4639 -1.1209 0.0433  -0.31
O 3.1949 -1.9447 0.7293  -0.29
C 5.3216 -3.4976 0.9496  -0.69
F 4.5703 -4.6516 0.9986  0.10
F 6.4890 -3.8137 0.5320  0.19
F 5.4685 -2.9849 2.1690  0.14
C 1.6932 3.6634 5.2170  -0.66
F 0.3843 3.5145 5.2913  0.15
F 1.9606 4.6456 4.3010  0.09
F 2.0772 4.1082 6.4196  0.13
S 2.5617 2.1332 4.7603  0.57
O 1.7235 1.5933 3.7362  -0.28
O 3.8480 2.5424 4.3118  -0.27
N 2.5266 1.3585 6.1220  -0.30
S 3.6389 0.9611 7.1631  0.58
O 4.1235 -0.3379 6.9449  -0.26
O 4.6332 1.9777 7.5354  -0.31
C 2.4757 0.9375 8.5858  -0.62
F 2.9180 0.3239 9.7004  0.12
F 2.0831 2.1547 8.9903  0.12
F 1.3497 0.2530 8.1668  0.07



# C28H44N5O3P2S2V

C28H44N5O3P2S2V as an isolated structure (wB97M-V/def2-TZVPD, the Open Molecules 2025 dataset).

Values from the calculation:
HOMO level (spin up / spin down) (hartree): -0.34776 / -0.32618
Orbital gap (spin up / spin down) (eV): 7.40 / 6.81
Energy relative to the best compared isomer or geometry (same formula, charge and spin) (kJ/mol): 0.0
Spin multiplicity: 2
F_max (eV/A): 0.1
Total charge: +1
Expectation value of S²: 0.7569
Calculated total energy (hartree): -4015.9718

Each line ends with the Mulliken spin population.
Geometry (Å):
V -0.6473 -0.9951 0.0084  0.99
C -3.7760 4.4511 -0.3532  0.00
C -3.3453 3.9763 1.0141  0.00
O -1.9058 3.8264 1.0383  0.00
P -1.2196 2.4076 1.2627  0.00
S 0.7118 2.6110 1.2750  0.00
S -2.0710 1.0869 -0.0105  -0.01
O -1.7841 1.8756 2.6891  0.00
C -1.2760 2.4084 3.9368  0.00
C -1.7720 3.8100 4.2127  0.00
H -4.8529 4.6253 -0.3678  0.00
H -3.5338 3.6992 -1.1044  0.00
H -3.2704 5.3820 -0.6096  0.00
H -3.8211 3.0289 1.2720  0.00
H -3.5855 4.7059 1.7869  0.00
H -0.1856 2.3761 3.9077  0.00
H -1.6333 1.7122 4.6954  0.00
H -1.3702 4.5182 3.4889  0.00
H -1.4468 4.1159 5.2080  0.00
H -2.8615 3.8466 4.1826  0.00
N 2.0837 -1.8035 -1.4015  -0.01
P 1.5736 -0.2970 -0.7186  0.01
C 2.9517 0.0478 0.4174  0.01
C 3.6549 1.2478 0.4129  0.00
C 4.6538 1.4703 1.3500  0.00
C 4.9559 0.4993 2.2939  0.00
C 4.2596 -0.7021 2.3028  0.00
C 3.2602 -0.9264 1.3684  0.00
C 1.8387 0.8347 -2.1170  0.00
C 2.8846 0.6802 -3.0275  0.00
C 3.0313 1.5639 -4.0850  0.00
C 2.1411 2.6215 -4.2336  0.00
C 1.1063 2.7898 -3.3258  0.00
C 0.9510 1.8965 -2.2729  0.00
C 1.4955 -2.9851 -1.0272  0.00
C 2.0893 -4.2080 -1.3807  0.00
C 1.4992 -5.3806 -0.9841  0.00
C 0.3191 -5.3331 -0.2399  0.00
C -0.2046 -4.0997 0.0479  0.00
N 0.3517 -2.9294 -0.3246  -0.03
H 3.0128 -1.9057 -1.7829  0.00
H 3.4110 2.0163 -0.3095  0.00
H 5.1945 2.4076 1.3447  0.00
H 5.7353 0.6774 3.0231  0.00
H 4.4983 -1.4636 3.0343  0.00
H 2.7222 -1.8700 1.3733  0.00
H 3.6058 -0.1213 -2.9128  0.00
H 3.8473 1.4378 -4.7848  0.00
H 2.2647 3.3194 -5.0520  0.00
H 0.4232 3.6240 -3.4268  0.00
H 0.1516 2.0304 -1.5535  0.00
H 3.0079 -4.2080 -1.9524  0.00
H 1.9492 -6.3297 -1.2443  0.00
H -0.1771 -6.2303 0.0988  0.00
H -1.1171 -4.0187 0.6209  0.00
N -0.1254 -0.6643 2.0931  0.00
C -0.0027 -1.8200 3.0131  0.02
C -1.2937 -2.0828 3.7740  0.00
C -2.4895 -2.6250 2.9883  0.00
C -3.1582 -1.6892 1.9776  0.02
N -2.6480 -1.8702 0.5954  -0.01
H 0.7475 -0.1399 2.0553  0.00
H -0.7959 0.0012 2.4807  -0.01
H 0.7919 -1.6271 3.7365  0.00
H 0.2929 -2.7045 2.4432  0.00
H -1.5922 -1.1588 4.2830  0.00
H -1.0622 -2.7989 4.5653  0.00
H -3.2463 -2.9043 3.7231  0.00
H -2.2124 -3.5622 2.4922  0.00
H -3.0082 -0.6412 2.2448  -0.01
H -4.2350 -1.8681 1.9907  0.00
H -3.2237 -1.2970 -0.0160  0.00
H -2.8235 -2.8299 0.3103  0.00
C -0.1407 -1.6264 -4.5948  0.00
N -0.9196 -0.4711 -4.1724  0.01
C -1.1268 0.5893 -5.1452  0.00
C -1.2856 -0.3215 -2.9160  0.01
O -1.0598 -1.1706 -2.0299  -0.01
H -0.4734 -1.9391 -5.5830  0.00
H -0.2810 -2.4365 -3.8858  0.00
H 0.9185 -1.3641 -4.6386  0.00
H -1.7010 0.2137 -5.9917  0.00
H -0.1639 0.9600 -5.4989  0.00
H -1.6682 1.4112 -4.6822  0.00
H -1.7940 0.6164 -2.6765  0.00



# C28H44O

The molecule C28H44O in a non-equilibrium geometry (wB97M-V/def2-TZVPD, the Open Molecules 2025 dataset).

Values from the calculation:
HOMO level (hartree): -0.28582
Orbital gap (eV): 8.16
Energy relative to the best compared isomer or geometry (same formula, charge and spin) (kJ/mol): 2163.4
F_max (eV/A): 18.4
SMILES: C=C1CC[C@H](O)C/C1=C\C=C1/CCC[C@@]2(C)[C@@H]([C@H](C)/C=C/[C@@H](C)C(C)C)CC[C@@H]12
Total charge: 0
Calculated total energy (hartree): -1167.7361

Each line ends with the Löwdin charge.
Geometry (Å):
C 6.0722 2.7086 0.7478  0.12
C 6.3812 1.4898 0.1515  -0.30
C 5.3959 0.5072 0.2441  -0.23
C 3.9978 0.6246 -0.0320  0.05
C 2.8815 -0.4604 -0.0998  0.05
C 1.5101 -0.1283 -0.1724  -0.14
C 0.9067 1.1640 -0.4371  -0.23
H 1.7378 2.0889 -0.7204  0.18
C -0.1809 1.6882 0.2695  -0.19
C -1.1744 0.5462 0.3573  -0.08
H -1.7170 0.7492 -0.6092  0.13
H -2.1033 0.9725 0.9650  0.15
C -0.6540 -0.9734 0.6327  -0.45
C -0.3038 -0.7493 2.2687  0.06
H -1.1809 -0.5389 2.7112  0.02
H -0.1152 -1.8779 2.6549  0.14
H 0.5509 -0.3432 2.4980  0.01
C 0.5210 -1.2006 -0.0339  -0.30
H 1.1462 -1.9066 0.2846  0.12
C -0.0587 -1.5538 -1.3488  -0.13
H -0.0917 -0.7795 -2.2668  0.18
H 0.4672 -2.2936 -1.7453  0.08
C -1.4628 -1.9731 -1.1110  -0.16
H -1.6596 -3.0736 -1.2996  0.13
H -2.1837 -1.3149 -1.9549  0.19
C -1.5563 -1.9123 0.3409  -0.31
H -1.2188 -3.0249 0.8144  0.23
C -3.0553 -1.6747 0.8199  -0.29
C -4.0050 -0.7980 0.3289  -0.23
C -4.5502 0.1114 0.9830  -0.02
C -5.4666 1.3877 0.4178  -0.30
C -4.8487 2.5693 0.7740  -0.15
H -3.8076 2.7421 0.4606  0.09
H -5.4568 3.3159 0.5926  0.04
H -4.7197 2.5485 1.9843  0.15
H -6.3605 1.3784 1.0928  0.14
C -5.8956 1.3442 -1.1779  -0.44
C -4.7989 1.6565 -1.7302  -0.15
H -4.3936 2.6652 -1.7968  0.13
H -4.1123 1.0365 -1.8377  0.00
H -5.1114 1.5472 -2.8507  0.15
C -6.8444 0.1598 -1.1685  0.00
H -6.1776 -0.8418 -1.3681  0.13
H -7.1650 0.0665 -2.3813  0.14
H -7.6365 -0.0161 -0.7906  -0.06
H -6.4683 2.1167 -1.0783  0.09
H -4.3816 0.0307 2.0345  0.11
H -3.8821 -0.9760 -0.8158  0.15
C -3.7774 -3.0862 0.5284  -0.04
H -3.3922 -3.9210 1.1657  0.09
H -3.8565 -3.3526 -0.4773  0.05
H -4.7848 -3.0965 0.9966  0.09
H -2.8629 -1.5900 1.8317  0.11
H 0.3528 1.7028 1.4656  0.19
H -0.4468 2.5519 0.1839  0.02
H 0.6280 1.3360 -1.4066  0.09
H 3.0913 -1.3543 0.2749  0.04
H 3.6162 1.6696 -0.2627  0.10
C 5.8362 -0.8122 0.7165  -0.10
H 5.2070 -1.7120 0.9292  0.14
H 6.2080 -0.9058 1.6463  0.09
C 7.0580 -1.3062 -0.0876  -0.28
O 6.6558 -1.5919 -1.5608  -0.08
H 5.9206 -0.8943 -1.7120  0.11
C 8.0881 -0.2986 -0.0900  -0.10
C 7.5262 1.0735 -0.5568  -0.12
H 8.2353 1.8387 -0.4134  0.12
H 7.3091 1.2048 -1.5353  0.10
H 8.2881 -0.1769 0.9710  0.14
H 8.9615 -0.3992 -0.3574  0.04
H 7.5058 -2.1026 0.3113  0.10
H 5.1880 2.9323 1.2986  0.06
H 6.6741 3.4861 0.5385  0.01